1.
Computed, not measured: a molecular structure, C26H48ClPPd in a non-equilibrium geometry, with ωB97M-V/def2-TZVPD.

Its spin multiplicity is 5. For the energy relative to the best compared isomer or geometry (same formula, charge and spin), the calculation gives 0.0000 eV. For the frontier orbital gap (spin up / spin down), the calculation gives 3.6 / 8.2 eV. The HOMO energy (spin up / spin down) comes out at -0.1265 / -0.3159 Ha. The expectation value of S² is 6.01.

Each line ends with the Mulliken charge.
CARTESIAN COORDINATES (ANGSTROEM)
C -1.12403 -0.46828 -1.06032  -1.217
H -0.09728 -2.58473 -3.21556  -0.400
C -0.59127 -2.90160 -5.30093  -0.925
P -0.34920 0.24697 -2.57949  -0.516
H -0.92574 -3.65669 2.18818  0.359
C -2.43413 4.45028 -3.34418  -0.687
H -2.06252 0.09359 -0.91247  1.253
C 2.21274 0.84412 -3.69206  -0.873
C -0.72608 0.06873 -5.39014  -0.532
C -0.04304 -2.03087 -4.16330  -0.054
H -1.77319 -2.34154 -1.84927  0.563
H 1.71458 1.28745 3.59316  0.389
H 5.34410 0.64025 -2.16816  0.487
H 0.74541 3.06103 -2.94552  0.184
H 2.22322 -1.60281 -2.50092  0.256
C 1.78447 0.23282 3.27059  -1.031
H -1.15355 -0.22780 -7.48468  0.412
H 3.52860 0.38010 -0.54297  0.218
H 0.02744 -3.80265 -5.38567  0.420
H -1.88678 -0.94672 -3.88280  1.011
H -0.98748 2.18573 -1.43441  1.085
C -1.36691 -1.91551 -0.91651  1.094
H 1.54738 1.25091 -1.65850  0.775
H 2.30357 -0.38948 4.01898  0.309
C -2.36546 -2.15901 0.22855  -1.470
C 1.47441 0.43735 -2.40759  -0.311
H -1.27458 1.01990 -5.33360  0.229
H -2.67837 1.64083 -3.95255  0.195
Cl 1.22247 1.47916 0.74878  -0.545
C -0.56258 -2.64936 1.94209  -0.973
H 3.58274 2.20762 -2.73985  0.403
C -0.82051 -0.70868 -4.06608  -0.256
H 0.38979 -2.04895 -7.02390  0.353
H -0.06195 -2.25887 2.83650  0.425
H -2.64040 -3.22118 0.22896  0.481
H -0.76865 4.68477 -1.98959  0.391
H -0.44130 -0.10990 -0.26093  -0.143
H 0.52802 -3.13798 -1.39145  0.341
H -1.60612 -3.22599 -5.03233  0.374
C 4.40518 0.21623 -2.54167  -0.955
C -1.28604 -0.77564 -6.54494  -0.948
H -2.58210 4.39871 -4.43120  0.311
H -3.27305 3.49688 -1.59728  0.384
H 1.70142 1.65539 -4.22982  0.274
H 0.98529 -3.75988 0.88964  0.475
H -3.27970 -1.57753 0.06098  0.491
H -1.17720 -2.76763 -7.37578  0.418
H 1.02288 -1.81839 -4.34576  0.262
H 4.67509 -0.60621 -3.21776  0.365
H -2.36646 -0.89824 -6.38824  0.368
C -2.56652 1.93029 -2.89565  -0.855
H -3.11971 1.18296 -2.30942  0.499
C 0.47032 -2.78943 0.78916  0.069
H -0.30074 2.80232 -4.35348  0.265
H -1.43652 -0.71903 1.55232  0.201
H 2.25409 -0.01651 -4.38119  0.403
C -0.93150 4.40972 -3.04099  -0.932
C 2.18811 -0.76383 -1.78636  0.871
H 4.11758 -1.24546 -0.95189  0.388
H 4.18161 1.52573 -4.25649  0.416
H -4.23996 3.28395 -3.05786  0.407
C -0.03032 -2.68701 -0.56850  -1.332
H -0.40495 5.15070 -3.65392  0.413
C 3.63944 1.28440 -3.33398  -0.849
C -0.63405 -2.16019 -6.64392  -0.730
C 3.60349 -0.36923 -1.36865  -0.042
H 1.63163 -1.11980 -0.91078  -1.375
C -0.30301 3.02758 -3.27455  -0.692
H 0.80546 -0.17576 2.97131  0.012
C -1.07526 1.94290 -2.51199  0.049
H -2.84470 5.41118 -3.01377  0.377
H 0.32629 0.32359 -5.59284  0.209
C -3.21200 3.30854 -2.67772  -0.939
H -2.51728 -1.85769 2.35847  0.434
C -1.75188 -1.77045 1.57655  -0.519
H 1.26361 -2.02528 0.96042  -0.190
Pd 2.96012 0.40354 1.70090  -0.079

2.
Computed, not measured: a single C26H48F2INO7S3 molecule in a non-equilibrium geometry, with ωB97M-V/def2-TZVPD.

For the frontier orbital gap, the calculation gives 9.5 eV. The HOMO energy comes out at -0.3462 Ha. Its structure (SMILES) is CCC[C@H](C)[C@](CCF)(O[C@@](S)(CCCCS(=O)(=O)O)C[C@H](C)I)[C@](S)(N=C=O)O[C@H](CCCOC)[C@@H](F)CC.

Each line ends with the Mulliken charge.
CARTESIAN COORDINATES (ANGSTROEM)
C 3.21834 0.97634 -2.06226  -0.071
H -3.68470 1.14861 2.40372  -0.089
H -0.18038 -4.37751 -1.58392  0.562
H 7.54262 0.67973 2.20927  0.287
H 0.32325 -1.43501 1.49640  0.304
H 2.01809 2.93495 -3.38676  0.252
O -5.95627 1.99759 3.26810  -0.429
O 5.82681 -0.56535 1.98944  -0.364
S -3.26430 -0.06570 -1.31218  -0.284
H -0.03579 1.91407 -2.64253  0.059
S 0.26332 0.68539 -3.25163  -0.267
H -4.53729 0.06502 -0.79262  0.175
H 0.52464 -5.16564 0.71424  0.406
H 3.52464 2.81045 -0.65325  0.364
H -1.92298 -5.49688 1.52275  0.341
H -1.85792 2.13769 1.41632  0.518
C 3.61718 2.53506 -1.75879  -0.006
C -2.14788 1.96480 0.31203  -0.838
H -2.48842 -3.99370 0.49892  0.117
H -5.47316 -0.06249 1.11022  0.220
C -2.18455 -0.35209 1.40764  -0.774
H -3.30323 -0.38562 3.31852  0.635
C 2.56781 3.50432 -2.55860  -0.393
C -3.49232 0.03252 2.24739  -0.258
H -4.57305 -1.75982 1.28106  0.174
C 6.48985 0.56382 2.65772  -0.616
H 5.75983 -1.49258 0.04408  0.331
S -5.86036 0.58015 4.16775  1.115
O 2.01864 0.72808 -1.30660  -0.336
H 2.04148 5.31354 -1.30406  0.351
H -0.37484 -2.92812 -3.34661  0.380
H -4.59398 4.16571 -1.27038  0.420
F 4.92986 2.87178 -2.32837  -0.426
H -1.58833 -2.31993 -0.50035  -0.406
H 0.53358 4.44941 -1.95317  0.184
H -2.02853 -3.11999 -2.59789  0.356
C -3.60317 2.56278 0.07190  -0.360
C 1.57740 4.26997 -1.51946  -0.948
H -4.25231 2.56125 -2.10805  0.224
N 1.90493 -1.40657 -2.59169  -0.241
H -1.40020 2.60159 -0.30308  0.117
H -1.27737 -0.05410 2.07554  0.370
C 4.51520 0.11430 -1.55388  -0.823
O -0.70407 0.33124 -0.63370  -0.084
C -5.73023 -0.95476 3.13870  -0.771
C -1.95769 0.35079 -0.00147  0.347
F 2.41985 -2.63463 1.71702  -0.470
H 4.29040 0.93424 0.57540  0.204
H -1.77239 -5.48001 -0.31122  0.287
H 0.09625 -3.56304 1.50886  0.183
H -6.80461 -1.26815 2.86778  0.409
I -3.76330 4.23933 1.54044  -0.017
H 4.28763 -1.02043 -1.50665  0.337
C 1.80171 -1.39732 -3.88900  0.650
H 1.50823 3.71497 -0.52032  0.247
C 0.10692 -0.84526 -0.75242  0.636
O -7.11618 0.41207 5.02062  -0.666
C -3.80050 3.32432 -1.36524  -0.679
C 6.02261 -0.48756 0.56000  -0.684
C -1.13316 -2.37568 -2.66038  -1.671
C -0.61850 -2.21842 -1.13392  1.672
H 6.50586 0.35207 3.78160  0.230
H -2.79718 3.71186 -1.75658  0.156
C -0.17249 -4.23799 0.62748  -0.304
H 3.12405 0.91652 -3.20044  0.382
H -2.14777 -1.51530 1.40181  0.016
O -4.71152 0.74669 5.16309  -0.607
C 5.13630 0.64892 -0.17126  -0.314
H 5.91971 1.54846 2.50452  0.228
C 1.17069 -0.31946 -1.91000  0.115
H 3.18061 4.34853 -3.07071  0.410
O 1.79437 -1.44668 -5.12186  -0.535
H 3.15167 -0.82154 0.98271  -0.246
H -5.36481 2.65371 3.73777  0.329
H -5.29632 -1.80550 3.79265  0.388
H 5.32259 0.30316 -2.36824  0.460
H 1.32767 -3.51354 -1.00726  0.164
C 0.20091 -3.58053 -0.82538  -1.032
H 5.75344 1.62254 -0.30098  0.404
H 7.12714 -0.25897 0.31303  0.425
C -4.84949 -0.76509 1.77396  -0.218
C 2.36428 -1.61054 0.65647  0.436
C -1.67606 -4.81242 0.63741  -0.972
C 0.94372 -0.93737 0.64884  -1.183
H -4.49089 1.90266 0.35333  0.212
H 1.05607 0.16703 0.99450  0.490
H -1.56860 -1.43112 -3.12885  0.227
H 2.75720 -2.10976 -0.28397  0.080

3.
Computed, not measured: a molecular structure, C26H48F3N8PdSeSi4 in a non-equilibrium geometry, with ωB97M-V/def2-TZVPD.

Its spin multiplicity is 5. Its charge is +3. For the frontier orbital gap (spin up / spin down), the calculation gives 6.6 / 5.3 eV. The HOMO energy (spin up / spin down) comes out at -0.5296 / -0.5639 Ha. The expectation value of S² is 6.12.

Each line ends with the Mulliken charge.
CARTESIAN COORDINATES (ANGSTROEM)
H 6.39148 -0.77036 0.49511  0.487
C -3.00125 -2.12976 0.20542  -0.292
Si 2.65115 3.48416 0.21734  0.226
H 1.67654 4.10077 -2.01039  0.327
H 2.39109 -1.34214 -4.29563  0.422
H 3.52504 -2.55845 -0.81167  0.332
N -0.48852 -2.15929 -6.21526  -0.844
C 1.42435 4.25855 -0.96208  -0.617
H 0.81988 -4.07144 -0.64817  0.569
H 0.46403 -0.08647 -2.96334  -0.875
H 2.18420 -1.58974 -2.55953  -0.540
H 4.01486 0.42282 3.07995  0.336
C -0.66408 -1.53206 -5.07189  1.114
F 0.48727 -0.95430 2.23574  -0.301
H 5.77633 0.86310 0.33982  0.270
H 0.42992 3.85764 -0.77640  -0.149
N -1.35743 0.18378 -6.49070  -0.807
H 4.71368 -1.18673 3.19845  0.461
H -3.14993 -1.66781 -0.76608  -0.167
H 1.41222 1.32301 -4.76229  0.364
N -0.34276 -0.30639 -2.38257  1.247
H -3.55834 -3.98452 2.03171  0.384
C 0.38309 0.25617 1.62197  0.451
H -2.83134 -0.27795 1.08371  0.295
C -1.16778 -0.15345 -5.22837  1.143
H 3.78081 -1.70073 -3.29365  0.513
N -0.06022 -2.39222 -1.37392  -0.218
H -1.57917 -2.54114 2.45013  0.352
C -1.95697 3.18387 -3.75510  -1.161
H 5.07877 2.27189 -3.27224  0.391
H -3.51632 -2.57496 3.99295  0.447
H 5.56106 -0.29339 -0.98051  0.089
H 2.91631 3.18221 2.67876  0.318
C 5.55962 -0.17722 0.10211  -0.840
H 4.80214 4.56892 -0.20316  0.476
C -2.27974 -1.70097 2.44875  -0.755
H 1.24747 3.56315 2.26566  0.325
H 2.28049 2.74089 -4.21670  0.472
H 0.93385 -5.24415 -2.82804  0.435
Si 3.97841 -0.79068 0.89780  0.141
C 4.45289 3.53525 -0.29127  -0.711
H -5.09787 -3.54401 2.43466  0.364
H -4.33871 -1.32742 3.04380  0.387
H 5.08446 2.93290 0.36028  0.257
H 2.96343 -0.99033 3.15573  0.262
Si 3.13315 0.70228 -3.04558  0.667
H 3.57162 -3.22120 0.81788  0.607
Pd 0.12643 -0.00426 -0.27603  0.009
H -1.47010 3.81366 -1.74165  0.550
C -3.63454 -2.15789 2.99375  -0.937
C -4.36499 -2.61560 0.70911  -1.006
C -0.33579 -2.28753 -3.87512  -0.226
C -1.81638 2.15974 -4.67322  -1.009
N -4.20593 -3.19375 2.07849  -0.050
H 0.38696 -3.99582 -4.91675  0.565
H 4.61552 3.22315 -1.32196  0.051
H 2.14265 -2.33421 0.27744  -0.260
F 1.41594 0.97529 2.13465  -0.002
C 3.23111 -2.37065 0.22091  -0.542
C -0.65422 -1.73733 -2.51819  -0.019
N -1.19386 1.81463 -1.93481  -0.409
C -1.45135 0.88651 -4.25460  0.048
H -3.34419 -0.04213 -3.13944  0.287
Si 2.26630 0.84738 -0.61348  0.288
F -0.72286 0.86746 2.11699  -0.290
H -4.76080 -3.37417 0.03460  0.456
C 0.52287 -4.24650 -2.78284  -1.243
Se -0.94873 -1.13272 -7.56417  0.371
C 2.28658 3.77814 2.01937  -1.014
H -1.93220 2.35344 -5.72984  0.574
H -2.32859 -2.98589 0.09079  0.441
H 2.46923 4.83104 2.25350  0.461
C 3.89963 -0.60927 2.75033  -0.926
H 1.00662 2.06380 -3.21008  -0.424
H -5.07825 -1.79411 0.77262  0.384
H -2.28316 4.16659 -4.06148  0.521
N -2.33979 -1.16688 1.08500  0.384
H 1.38506 5.33815 -0.79159  0.569
H 5.64082 0.63367 -2.94034  0.397
C 0.20250 -3.55819 -3.94578  -0.824
C 4.88534 1.21708 -3.46480  -1.221
C -1.54667 2.96436 -2.41134  -0.196
C 1.83217 1.80638 -3.87545  -0.561
H -1.74205 -1.80377 -2.39299  0.551
H -3.18030 0.77805 -1.72266  0.424
N -2.73553 0.11108 -2.34265  -0.050
C 2.83791 -1.15193 -3.31611  -0.465
C -1.43315 0.64526 -2.76209  0.015
H -1.89568 -0.94694 3.12915  0.406
H 5.04851 1.05693 -4.53395  0.401
C 0.42404 -3.58223 -1.53353  -0.133